{
  "formula": "C8H14GaO6S",
  "method": "ωB97M-V with the def2-TZVPD basis set",
  "symbols": ["C", "C", "Ga", "S", "H", "H", "H", "H", "H", "H", "C", "C", "O", "C", "O", "O", "H", "H", "H", "H", "C", "C", "O", "C", "O", "O", "H", "H", "H", "H"],
  "xyz": [[3.1642, 0.8967, -0.6223], [2.0242, 0.2150, -0.7907], [0.2694, 1.2416, -0.8195], [-1.4479, -0.1960, -0.0847], [3.9762, 0.5110, -0.0048], [3.2753, 1.8832, -1.0674], [2.0639, -0.8738, -0.8670], [0.3970, 2.4360, 0.2340], [-0.1176, 1.7017, -2.3091], [-2.5249, 0.4854, -0.4874], [0.2918, -2.5585, -2.5263], [-0.2994, -3.3431, -3.6808], [0.4800, -2.8963, -4.7923], [1.6705, -2.4452, -4.3163], [2.6030, -2.1771, -5.0036], [1.6443, -2.3635, -2.9734], [0.2772, -3.0962, -1.5827], [-0.1880, -1.5902, -2.3812], [-0.1594, -4.4214, -3.5717], [-1.3530, -3.1337, -3.8453], [-1.4582, 1.0285, 4.3953], [-1.3702, 1.9334, 3.1856], [-2.0859, 3.0998, 3.6378], [-2.0486, 3.1288, 4.9817], [-2.4041, 4.0443, 5.6566], [-1.5545, 1.9678, 5.4768], [-0.5874, 0.3918, 4.5217], [-2.3567, 0.4090, 4.3885], [-0.3463, 2.2178, 2.9450], [-1.8349, 1.5034, 2.3033]],
  "forces_ev_per_a": [[-0.201, -0.379, 0.153], [-0.455, 0.190, -0.792], [0.304, 0.262, -0.794], [0.034, -0.422, 0.252], [0.575, -0.278, -0.925], [-0.181, 0.461, 0.968], [0.061, -0.087, 1.282], [-0.096, -0.005, 0.044], [-0.164, 0.048, 0.070], [0.060, 0.148, -0.115], [-0.127, 0.074, -0.020], [-0.140, -0.068, 0.142], [-0.015, 0.000, 0.010], [0.024, 0.038, 0.027], [0.024, -0.025, -0.030], [-0.032, -0.084, -0.026], [0.176, -0.001, 0.006], [0.060, 0.033, -0.013], [0.019, 0.001, 0.022], [0.035, 0.093, -0.127], [0.019, -0.079, -0.091], [0.038, -0.181, -0.124], [0.031, -0.059, 0.064], [-0.010, 0.027, -0.019], [-0.007, 0.011, 0.025], [-0.004, -0.036, -0.004], [0.053, 0.090, 0.116], [-0.025, 0.030, -0.007], [-0.012, 0.036, -0.022], [-0.046, 0.161, -0.074]],
  "lowdin_charge": [-0.17, -0.34, 0.03, 0.15, 0.03, 0.03, 0.00, -0.11, -0.13, -0.28, -0.13, -0.12, 0.05, -0.57, 0.15, 0.05, 0.13, 0.08, 0.13, 0.13, -0.12, -0.12, 0.06, -0.59, 0.14, 0.05, 0.13, 0.13, 0.12, 0.08],
  "orbital_gap_ha": 0.274,
  "total_charge": -1,
  "spin_multiplicity": 1
}

{
  "formula": "C19H25F2NO3",
  "method": "ωB97M-V with the def2-TZVPD basis set",
  "symbols": ["C", "C", "C", "C", "O", "C", "O", "O", "C", "C", "N", "H", "H", "H", "H", "H", "H", "H", "H", "H", "H", "H", "H", "H", "H", "H", "F", "C", "C", "C", "C", "C", "C", "H", "H", "H", "H", "H", "F", "C", "C", "C", "C", "C", "C", "H", "H", "H", "H", "H"],
  "xyz": [[2.4468, -0.0011, 2.9838], [2.6320, 0.1400, 1.3573], [1.7424, -1.0227, 0.6110], [2.3212, 1.6755, 0.7873], [1.2803, 2.3848, 1.5467], [-0.0722, 1.8004, 1.2758], [-0.4784, 1.8383, 0.0023], [-0.8019, 1.2105, 2.4092], [-2.2608, 1.3168, 2.2546], [-2.9060, 0.1368, 1.2604], [-2.4556, -1.2629, 1.7145], [1.4876, -0.6073, 3.2872], [3.3633, -0.5767, 3.4826], [2.3656, 1.0469, 3.5067], [3.7935, -0.0357, 1.1442], [2.3351, -2.0480, 0.7011], [0.6447, -1.0940, 1.0424], [1.7199, -0.7454, -0.5404], [3.3426, 2.2683, 0.9565], [2.1315, 1.6388, -0.3798], [-2.6468, 2.3904, 1.9699], [-2.7255, 1.0798, 3.3287], [-4.0897, 0.2519, 1.3068], [-2.5658, 0.2644, 0.1473], [-2.8745, -1.8964, 0.9698], [-2.9686, -1.4515, 2.6115], [-3.2680, -3.3353, 0.0513], [-2.5841, -4.4778, -0.0955], [-3.2458, -5.6934, 0.0390], [-2.5352, -6.8833, -0.1189], [-1.1671, -6.8441, -0.3990], [-0.5109, -5.6190, -0.5271], [-1.2240, -4.4295, -0.3803], [-4.3071, -5.7043, 0.2650], [-3.0449, -7.8388, -0.0234], [-0.6123, -7.7724, -0.5176], [0.5548, -5.5910, -0.7411], [-0.7316, -3.4684, -0.4854], [2.1853, 6.5854, -5.0705], [1.8419, 5.7556, -4.0764], [1.4639, 4.4509, -4.3741], [1.1111, 3.5851, -3.3389], [1.1299, 4.0374, -2.0173], [1.5059, 5.3502, -1.7292], [1.8693, 6.2124, -2.7634], [1.4472, 4.1198, -5.4073], [0.8216, 2.5609, -3.5605], [0.8504, 3.3630, -1.2106], [1.5158, 5.7012, -0.7001], [2.1728, 7.2333, -2.5566]],
  "forces_ev_per_a": [[0.269, 0.023, 0.701], [0.104, -0.200, 0.350], [0.866, 0.407, -0.585], [2.052, -1.094, -0.312], [-3.051, -2.702, -0.455], [-0.622, 0.017, -5.033], [1.816, -0.439, 8.153], [1.516, 2.810, -3.460], [-2.400, -1.215, 0.094], [0.103, 0.605, 0.068], [-1.905, 1.159, -0.768], [1.759, 1.243, -0.828], [-1.922, 1.267, -1.232], [0.203, -2.006, -1.079], [-2.600, 0.339, 0.181], [-1.520, 2.074, -0.029], [2.298, 0.090, -0.877], [-0.169, -0.696, 2.302], [-2.565, -0.930, -0.217], [0.048, 0.159, 2.503], [1.144, -2.114, 0.295], [1.414, 0.542, -2.200], [2.390, 0.007, -0.065], [-0.575, -0.014, 2.262], [0.884, 1.086, 1.805], [0.653, 0.012, -1.191], [-0.503, -0.033, -0.333], [0.861, -1.368, -0.180], [-0.078, 0.119, 0.017], [0.340, 0.342, -0.059], [-0.077, 0.026, 0.018], [-0.424, -0.115, 0.077], [-0.062, 0.138, 0.013], [0.099, 0.037, -0.035], [0.061, 0.206, 0.000], [-0.107, 0.186, 0.023], [-0.213, 0.042, 0.030], [-0.069, -0.052, 0.056], [0.071, 0.168, -0.202], [-0.291, -0.700, 0.843], [0.026, 0.028, -0.069], [0.122, 0.457, 0.213], [0.033, -0.064, 0.035], [-0.010, -0.219, -0.417], [0.015, 0.066, -0.061], [0.028, 0.078, 0.083], [0.032, 0.191, 0.017], [-0.027, 0.167, -0.189], [0.018, -0.051, -0.192], [-0.036, -0.079, -0.075]],
  "lowdin_charge": [-0.11, -0.34, -0.12, -0.16, -0.09, -0.24, 0.00, -0.06, -0.16, -0.23, -0.03, 0.08, 0.09, 0.08, 0.14, 0.09, 0.08, 0.08, 0.15, 0.13, 0.14, 0.14, 0.12, 0.12, 0.04, 0.07, 0.03, -0.28, -0.02, -0.08, -0.10, -0.08, -0.01, 0.12, 0.11, 0.10, 0.11, 0.11, 0.06, -0.29, -0.02, -0.08, -0.09, -0.08, -0.02, 0.11, 0.11, 0.06, 0.11, 0.11],
  "smiles": "CC(C)COC(=O)OCCN.Fc1ccccc1.Fc1ccccc1",
  "e_above_lowest_kcal_mol": 111.3,
  "orbital_gap_ha": 0.356,
  "total_charge": 0,
  "spin_multiplicity": 1
}

{
  "formula": "C5H8BrN",
  "method": "ωB97M-V with the def2-TZVPD basis set",
  "symbols": ["C", "C", "C", "C", "C", "N", "Br", "H", "H", "H", "H", "H", "H", "H", "H"],
  "xyz": [[2.4195, 0.3037, -3.2354], [2.2359, 0.0658, -1.9620], [-0.5388, -0.2000, -0.3307], [-0.8576, -0.1950, 2.1446], [0.1025, -0.2414, 0.9471], [-1.5674, -0.1864, -0.9611], [3.5412, -0.4522, -0.6949], [3.3633, 0.2624, -3.7752], [1.5616, 0.5778, -3.8367], [-0.2908, -0.2285, 3.0720], [-1.5400, -1.0405, 2.1200], [-1.4422, 0.7213, 2.1253], [0.8097, 0.5931, 0.9913], [0.7071, -1.1553, 0.9731], [-1.6381, -0.1648, -1.9672]],
  "forces_ev_per_a": [[-0.198, 0.125, -0.315], [-0.167, -0.296, 0.673], [1.141, 0.168, -2.107], [0.021, -0.018, -0.076], [0.141, -0.046, 1.196], [-0.837, -0.053, 0.776], [-0.220, 0.124, -0.217], [0.088, -0.073, 0.281], [-0.116, 0.026, -0.012], [0.018, -0.003, 0.065], [-0.071, -0.041, 0.026], [-0.064, 0.045, 0.028], [0.001, -0.128, -0.069], [0.022, 0.146, -0.046], [0.242, 0.026, -0.204]],
  "lowdin_charge": [-0.19, -0.63, -0.16, -0.09, -0.27, 0.16, 0.58, 0.05, 0.04, 0.07, 0.07, 0.08, 0.11, 0.11, 0.07],
  "e_above_lowest_kcal_mol": 96.1,
  "orbital_gap_ha": [0.343, 0.216],
  "total_charge": 0,
  "spin_multiplicity": 1
}

Number 1: total energy -3087.672644 hartree, strongest force on any atom 1.287 eV/A. Number 2: total energy -1219.024103 hartree, strongest force on any atom 8.364 eV/A. Number 3: total energy -2823.896282 hartree, strongest force on any atom 2.402 eV/A.